1.
{
  "formula": "C41H72BCl8F24NO9",
  "method": "ωB97M-V/def2-TZVPD",
  "species": ["C", "O", "C", "C", "N", "H", "H", "C", "C", "O", "C", "H", "H", "H", "H", "H", "H", "H", "H", "H", "H", "H", "H", "H", "H", "B", "H", "H", "H", "H", "C", "C", "C", "F", "F", "F", "F", "O", "C", "C", "F", "F", "F", "F", "H", "H", "H", "H", "C", "C", "C", "F", "F", "F", "F", "O", "C", "C", "F", "F", "F", "F", "H", "H", "H", "H", "C", "C", "C", "F", "F", "F", "F", "O", "C", "C", "F", "F", "F", "F", "H", "H", "H", "H", "C", "C", "C", "O", "C", "H", "H", "H", "H", "H", "H", "H", "H", "C", "C", "C", "O", "C", "H", "H", "H", "H", "H", "H", "H", "H", "C", "C", "C", "O", "C", "H", "H", "H", "H", "H", "H", "H", "H", "C", "C", "C", "O", "C", "H", "H", "H", "H", "H", "H", "H", "H", "C", "Cl", "Cl", "H", "H", "C", "Cl", "Cl", "H", "H", "C", "Cl", "Cl", "H", "H", "C", "Cl", "Cl", "H", "H"],
  "coordinates": [[1.23495, 1.81523, -1.76718], [0.30504, 0.89338, -1.22074], [-0.96866, 1.45777, -1.01635], [-1.88815, 0.45569, -0.35211], [-1.15939, -0.22957, 0.76468], [-1.79490, -0.96553, 1.17159], [-0.33609, -0.65013, 0.30895], [-0.61097, 0.65029, 1.84466], [0.03600, -0.20337, 2.90757], [0.99548, -1.03301, 2.27585], [1.27133, -2.17757, 3.05834], [2.18424, 1.29193, -1.69449], [1.28728, 2.73382, -1.17743], [1.05309, 2.08235, -2.81065], [-1.44864, 1.71265, -1.96709], [-0.92223, 2.39346, -0.44886], [-2.14874, -0.34495, -1.04111], [-2.78027, 0.92437, 0.04765], [-1.50502, 1.17150, 2.19203], [0.08524, 1.38959, 1.45524], [-0.70635, -0.76946, 3.47183], [0.59435, 0.50624, 3.52826], [2.15619, -2.69407, 2.69532], [0.39289, -2.82975, 3.04633], [1.48267, -1.89160, 4.09359], [-3.01451, -1.96958, 2.38308], [-3.80110, -2.81132, 2.48801], [-2.14913, -2.30350, 1.68482], [-3.50744, -1.02654, 1.91065], [-2.60857, -1.73811, 3.44728], [5.94584, -2.12677, 5.40726], [4.66307, -1.58526, 4.81547], [4.41290, -0.08445, 5.12289], [3.19912, 0.29093, 4.66041], [4.54113, 0.31944, 6.40570], [4.75285, -1.63591, 3.44938], [3.62313, -2.36789, 5.19905], [7.06339, -1.34282, 5.02784], [8.26685, -1.87663, 5.47746], [9.38275, -0.96855, 4.92855], [9.15290, 0.30466, 5.32863], [10.60143, -1.38319, 5.32508], [8.25148, -1.93452, 6.80862], [8.45325, -3.09817, 4.94647], [5.99778, -3.19127, 5.16272], [5.85508, -2.13878, 6.49809], [5.21419, 0.43892, 4.58880], [9.37955, -0.98901, 3.83518], [-1.75738, 5.15772, -5.20557], [-0.90120, 4.71727, -4.01608], [-1.11773, 5.62187, -2.81313], [-0.58408, 5.09960, -1.66993], [-0.61150, 6.85961, -3.05692], [-1.23337, 3.42384, -3.71079], [0.39215, 4.69804, -4.43766], [-3.11447, 5.39730, -4.82943], [-4.02834, 5.29743, -5.88698], [-5.32514, 6.05522, -5.59615], [-5.97779, 5.44894, -4.58467], [-5.06741, 7.34203, -5.26513], [-3.45064, 5.77739, -7.01066], [-4.25219, 3.97704, -6.08099], [-1.75418, 4.36322, -5.95314], [-1.28309, 6.02910, -5.66109], [-2.19616, 5.74726, -2.65129], [-5.97266, 6.08807, -6.47737], [0.03389, 0.85887, -8.38633], [-0.16024, -0.07099, -7.20563], [-0.26681, 0.64696, -5.84965], [0.81041, 1.44101, -5.59495], [-1.36955, 1.42103, -5.77484], [-1.30260, -0.79984, -7.34035], [0.83810, -0.98171, -7.15807], [-0.02841, 0.10402, -9.58644], [1.04702, 0.21008, -10.45622], [0.79856, -0.76944, -11.61015], [1.81026, -0.70320, -12.49375], [0.58425, -2.01825, -11.17029], [1.10423, 1.46866, -10.90808], [2.16802, -0.09477, -9.78090], [0.90930, 1.50014, -8.26804], [-0.77883, 1.58089, -8.49816], [-0.24622, -0.12333, -5.07037], [-0.11338, -0.47256, -12.13445], [0.37102, -4.36952, 6.53304], [1.52540, -5.35780, 6.49172], [1.01150, -6.57008, 5.68325], [-0.37617, -6.34067, 5.48889], [-0.61014, -4.94223, 5.52412], [0.68469, -3.35480, 6.29476], [-0.11256, -4.41241, 7.51012], [1.86100, -5.65143, 7.48850], [2.44729, -4.93253, 6.08490], [1.13675, -7.48925, 6.25821], [1.55436, -6.72662, 4.74765], [-1.66104, -4.74362, 5.73090], [-0.44498, -4.50520, 4.52936], [-0.31484, 3.38184, 4.36672], [0.61096, 3.97554, 3.28274], [-0.32102, 4.29650, 2.12278], [-1.58977, 3.75159, 2.47584], [-1.72926, 3.73598, 3.88373], [-0.17215, 3.82800, 5.35307], [-0.12418, 2.31472, 4.45974], [1.39765, 3.27234, 3.00160], [1.16349, 4.86074, 3.60043], [-0.05479, 3.89312, 1.14633], [-0.53508, 5.36904, 2.03589], [-2.50306, 3.05128, 4.23260], [-2.06136, 4.72655, 4.21747], [0.03639, -4.20434, -0.98310], [0.79965, -3.80328, -2.24586], [1.24162, -2.35167, -1.97963], [0.57657, -1.95549, -0.77572], [0.42887, -3.10925, 0.02019], [0.16449, -5.21853, -0.60864], [-1.04227, -4.10795, -1.13589], [0.21114, -3.74239, -3.16309], [1.61583, -4.49474, -2.45254], [1.07010, -1.62443, -2.76992], [2.31458, -2.29403, -1.75149], [-0.32649, -2.98748, 0.79487], [1.34174, -3.43978, 0.53407], [-5.46487, -0.24866, -3.84526], [-4.49126, 0.51172, -4.74914], [-4.10817, 1.64928, -3.84575], [-4.04314, 1.10124, -2.54397], [-4.95346, -0.02143, -2.44187], [-5.68332, -1.29108, -4.07855], [-6.43368, 0.25580, -3.90885], [-4.93899, 0.91053, -5.65868], [-3.61702, -0.10379, -4.96711], [-4.76884, 2.51794, -3.96162], [-3.17190, 2.07066, -4.22087], [-5.79523, 0.26890, -1.80923], [-4.39401, -0.82298, -1.95981], [-1.05249, 0.61713, 6.60182], [-1.43689, 1.88322, 7.76753], [0.66735, 0.21019, 6.52162], [-1.62436, -0.26669, 6.87438], [-1.36680, 0.80627, 5.57730], [2.01323, -7.01992, 1.97395], [2.30164, -7.38216, 0.27441], [2.59036, -5.40854, 2.43032], [0.94022, -7.11836, 2.12283], [2.44217, -7.78894, 2.61070], [3.03181, -0.20284, 0.48968], [4.32052, -0.11960, -0.76646], [2.81544, 1.39277, 1.28443], [2.07599, -0.48854, 0.05876], [3.31566, -0.93464, 1.23709], [-5.44578, 2.81048, 3.04845], [-4.63234, 2.33600, 1.55882], [-5.24951, 4.55424, 3.42252], [-6.49409, 2.56756, 2.92248], [-5.02225, 2.25707, 3.87874]],
  "forces_ev_per_angstrom": [[0.35, -0.33, 0.25], [-0.26, 0.27, -0.06], [-0.77, 0.29, -0.54], [0.83, -0.31, 0.56], [0.91, 0.72, -0.74], [0.23, -0.02, 0.18], [-0.30, -0.44, 0.09], [-1.47, -0.22, -0.26], [0.52, 0.85, -0.23], [-0.03, -0.31, -0.14], [-0.27, 0.11, 0.54], [0.19, 0.25, -0.17], [-0.05, 0.02, 0.08], [-0.32, -0.14, -0.05], [0.09, 0.06, -0.06], [0.22, -0.03, 0.20], [-0.15, 0.08, -0.05], [-0.09, 0.02, -0.08], [0.27, 0.19, 0.52], [-0.01, -0.24, -0.32], [0.05, -0.11, -0.03], [-0.20, -0.19, 0.48], [-0.07, 0.09, -0.33], [0.14, -0.22, 0.04], [-0.08, 0.03, 0.01], [-0.40, -0.04, 0.29], [-0.92, -1.07, -0.10], [1.25, -0.89, -0.86], [-0.67, 1.36, -0.56], [0.70, 0.46, 1.33], [-0.54, -0.66, 1.22], [0.10, 0.69, 0.16], [0.89, 0.55, -0.89], [0.14, -0.25, 0.16], [-0.38, -0.83, 0.29], [-0.24, -0.11, 0.19], [0.36, 0.11, 0.04], [0.43, -0.56, -0.16], [-0.71, 1.25, -1.06], [-0.19, 0.29, -0.67], [0.28, -0.25, 0.24], [-0.18, 0.06, 0.48], [0.37, -0.47, 0.32], [0.07, -0.41, 0.46], [0.31, 0.15, -0.60], [-0.17, 0.35, -0.01], [-0.33, 0.11, -0.27], [-0.22, -0.06, 0.06], [0.14, -0.21, -0.67], [-0.37, -0.52, -0.88], [-0.85, 0.09, 0.89], [0.20, 0.30, -0.67], [0.30, -0.49, 0.02], [0.12, 0.62, 0.37], [-0.25, 0.15, 0.27], [-0.71, 0.58, -0.32], [2.16, -0.35, 1.30], [-0.54, 0.22, -0.23], [0.17, 0.08, 0.05], [0.27, -0.34, 0.15], [-0.51, 0.07, -0.18], [-0.53, 0.24, -0.44], [0.37, -0.18, 0.16], [-0.22, 0.18, 0.18], [0.20, -0.16, 0.03], [0.11, -0.29, -0.02], [-0.63, 0.80, -0.53], [-0.25, 0.29, -0.37], [0.71, -0.57, 0.81], [-0.06, 0.04, -0.56], [0.03, -0.19, -0.30], [-0.09, 0.29, 0.00], [0.26, 0.27, 0.27], [0.66, -0.41, -0.75], [-1.26, -0.92, 1.67], [-1.27, 0.73, -0.60], [0.42, -0.35, 0.22], [0.70, -0.15, 0.19], [0.63, 0.28, -0.34], [0.53, 0.35, -0.38], [0.37, -0.55, -0.04], [-0.26, -0.19, 0.64], [-0.49, 0.10, 0.02], [0.00, 0.20, 0.05], [-0.41, -0.24, 0.25], [1.14, -0.26, 0.12], [0.07, 0.11, 0.71], [-0.03, -0.26, 0.00], [0.00, 0.44, -0.90], [-0.15, 0.06, 0.10], [0.16, 0.30, 0.07], [-0.39, -0.14, 0.08], [-0.24, 0.08, -0.47], [-0.21, -0.06, -0.03], [-0.13, 0.32, -0.18], [0.03, -0.25, 0.27], [0.18, -0.09, -0.05], [-0.06, 0.73, 0.51], [0.62, -0.07, 0.11], [-1.16, 0.54, 0.43], [-0.87, -1.02, -0.50], [0.85, 0.19, -0.19], [0.30, -0.11, -0.02], [-0.29, -0.05, -0.06], [-0.18, -0.18, -0.05], [-0.26, 0.09, 0.17], [0.15, -0.01, 0.06], [0.68, 0.11, -0.19], [0.02, -0.29, -0.46], [0.28, 0.10, 0.17], [-1.06, 0.50, 0.14], [-0.03, 0.26, -0.70], [1.17, -0.26, 0.99], [-0.30, 0.34, 0.09], [-0.02, -1.55, -0.02], [0.48, 0.02, -0.13], [0.02, 0.03, -0.17], [-0.36, -0.56, 0.20], [0.23, 0.26, 0.07], [-0.45, -0.04, 0.05], [0.07, -0.15, -0.22], [-0.09, 0.38, -0.16], [0.32, 0.51, -0.18], [-0.92, -0.04, -0.54], [-0.39, -0.45, 0.17], [0.48, 0.54, -0.80], [0.23, 0.29, 0.15], [0.30, 0.85, 0.27], [0.40, -0.02, -0.11], [-0.01, -0.01, -0.09], [0.01, -0.37, -0.15], [0.01, 0.07, -0.20], [-0.60, -0.30, 0.52], [0.42, -0.26, 0.80], [0.18, -0.11, 0.28], [-0.13, -0.20, -0.19], [-0.43, -0.93, -0.35], [0.09, 0.05, -0.38], [-0.05, 0.07, 0.19], [0.30, -0.04, 0.35], [0.01, 0.77, 0.18], [-0.66, -0.43, 0.20], [0.21, -0.04, -0.07], [-0.08, -0.32, 0.01], [-0.01, 0.57, 0.01], [0.54, 0.22, -0.17], [0.09, 0.28, 0.00], [-0.48, -0.12, 0.42], [0.26, -0.41, -0.15], [0.20, 0.13, -0.25], [0.19, 0.19, 0.03], [0.08, 0.15, 0.10], [0.05, 0.08, -0.01], [-0.16, -0.47, -0.16], [-0.04, 0.25, 0.11], [0.05, -0.02, -0.07]],
  "total_charge": 0,
  "e_tot_ev": -229673.8649,
  "largest_force_ev_per_a": 2.54
}

---

2.
{
  "formula": "C32H40IrN4P2",
  "method": "ωB97M-V/def2-TZVPD",
  "species": ["Ir", "N", "P", "C", "C", "C", "C", "C", "C", "C", "C", "C", "C", "C", "C", "C", "C", "C", "C", "C", "N", "H", "H", "H", "H", "H", "H", "H", "H", "H", "H", "H", "H", "H", "H", "H", "N", "C", "C", "C", "C", "C", "N", "C", "H", "H", "H", "H", "C", "C", "C", "P", "C", "C", "C", "C", "C", "C", "H", "H", "H", "H", "H", "H", "H", "H", "H", "H", "H", "H", "H", "H", "H", "H", "H", "H", "H", "H", "H"],
  "coordinates": [[0.53719, -0.04883, -0.25674], [-1.37430, -2.01751, 1.05749], [-0.29730, -0.87132, 1.64476], [1.28642, -1.69186, 1.91092], [1.39031, -3.07960, 1.72836], [2.62681, -3.69546, 1.79190], [3.77545, -2.94289, 2.02224], [3.68879, -1.56964, 2.20471], [2.45390, -0.94113, 2.14730], [-1.01351, -0.12054, 3.08042], [-2.39080, -0.16301, 3.32063], [-2.90791, 0.45362, 4.44756], [-2.06208, 1.12149, 5.32526], [-0.69229, 1.16577, 5.08908], [-0.16252, 0.54262, 3.97286], [-1.22038, -2.42777, -0.25277], [-1.88369, -3.54711, -0.74718], [-1.73205, -3.88726, -2.07241], [-0.91768, -3.10518, -2.89402], [-0.28107, -2.02662, -2.34762], [-0.40856, -1.68313, -1.03824], [-1.90504, -2.63095, 1.66304], [0.50932, -3.68292, 1.55345], [2.69842, -4.76807, 1.67083], [4.73756, -3.43516, 2.07617], [4.57919, -0.99048, 2.40910], [2.40618, 0.12266, 2.34622], [-3.06222, -0.68309, 2.64772], [-3.96959, 0.40530, 4.64746], [-2.47087, 1.59807, 6.20619], [-0.03685, 1.66736, 5.78783], [0.91134, 0.54340, 3.82730], [-2.51399, -4.13038, -0.08915], [-2.24409, -4.75316, -2.47115], [-0.78115, -3.33502, -3.94070], [0.35878, -1.38739, -2.93909], [5.08377, -3.95069, -1.80048], [4.67795, -2.88810, -1.95100], [4.14877, -1.55903, -2.06985], [4.87612, -0.50063, -2.60625], [4.28084, 0.75158, -2.62783], [3.00553, 0.90858, -2.12215], [2.28711, -0.11393, -1.62212], [2.86589, -1.32504, -1.60176], [5.87758, -0.65588, -2.98586], [4.80280, 1.60891, -3.02902], [2.53731, 1.88056, -2.13628], [2.29776, -2.14660, -1.18159], [0.09783, 2.58958, -2.97152], [-1.24709, 2.14798, -2.39801], [-1.96826, 1.24797, -3.40577], [-1.11588, 1.45321, -0.71295], [-2.77277, 1.03217, -0.06386], [-3.65829, 2.27985, 0.06839], [-3.51674, -0.08738, -0.80976], [-0.38571, 2.67653, 0.44048], [1.08812, 2.28440, 0.61401], [-0.51288, 4.16594, 0.12194], [-0.07881, 3.21574, -3.84571], [0.66975, 1.72179, -3.30352], [0.69741, 3.17729, -2.27608], [-1.86486, 3.03730, -2.21276], [-1.44889, 0.29721, -3.53967], [-1.96818, 1.75468, -4.37104], [-3.00252, 1.05067, -3.14467], [-2.54037, 0.68562, 0.94583], [-3.82598, 2.76855, -0.89235], [-3.25944, 3.00684, 0.77484], [-4.63469, 1.96689, 0.44015], [-4.16936, 0.32719, -1.57517], [-4.15544, -0.62179, -0.10601], [-2.86195, -0.81441, -1.29169], [-0.90903, 2.45948, 1.37883], [1.71995, 2.62152, -0.20230], [1.38553, 1.19024, 0.83408], [1.48613, 2.69168, 1.54788], [0.00788, 4.43515, -0.79631], [-0.07629, 4.74984, 0.93358], [-1.55231, 4.47368, 0.02364]],
  "forces_ev_per_angstrom": [[0.00, -0.09, 0.35], [0.08, 0.03, 0.09], [-0.32, -0.12, -0.01], [0.08, 0.07, -0.07], [0.02, 0.01, -0.04], [-0.02, -0.03, -0.01], [0.02, 0.00, 0.00], [-0.02, 0.01, 0.00], [0.02, -0.02, 0.01], [0.10, 0.02, 0.00], [-0.06, -0.02, -0.04], [0.02, 0.00, 0.01], [0.01, -0.01, -0.01], [-0.01, 0.00, 0.01], [0.03, -0.02, 0.03], [0.07, -0.01, -0.09], [0.00, -0.01, -0.05], [-0.02, -0.01, 0.03], [0.01, 0.01, -0.01], [0.09, 0.07, -0.05], [-0.01, 0.03, -0.13], [0.00, 0.05, 0.06], [0.00, -0.01, 0.01], [0.01, 0.00, 0.00], [0.00, 0.00, -0.02], [0.00, 0.00, 0.01], [0.01, 0.00, -0.04], [0.01, -0.01, -0.01], [0.00, 0.00, 0.00], [0.00, 0.00, 0.00], [0.00, 0.00, 0.00], [-0.06, 0.01, 0.02], [0.00, 0.01, 0.02], [0.00, 0.00, 0.00], [0.00, 0.00, 0.00], [0.01, 0.00, 0.01], [-0.04, -0.04, 0.02], [0.06, 0.04, 0.01], [-0.02, 0.02, -0.02], [-0.03, 0.02, 0.01], [0.02, -0.03, 0.00], [0.01, 0.03, -0.07], [0.02, 0.01, 0.01], [-0.07, -0.07, 0.07], [0.00, 0.00, -0.01], [0.00, 0.00, -0.01], [-0.02, -0.01, 0.03], [-0.02, -0.02, 0.00], [0.04, -0.01, 0.04], [0.02, -0.05, -0.06], [0.00, 0.03, 0.02], [-0.06, -0.05, 0.14], [-0.07, -0.02, -0.10], [0.04, 0.02, 0.00], [0.06, -0.01, -0.02], [-0.08, 0.02, 0.04], [0.16, -0.01, -0.27], [-0.05, 0.00, 0.00], [-0.01, -0.01, -0.01], [0.00, 0.00, 0.00], [0.02, -0.03, -0.01], [0.02, 0.00, 0.01], [0.00, -0.01, 0.02], [0.00, -0.01, 0.00], [-0.01, -0.01, 0.01], [0.04, 0.02, 0.01], [0.00, -0.01, 0.00], [0.02, 0.03, -0.02], [0.00, 0.01, 0.01], [0.00, -0.01, 0.00], [-0.01, 0.01, 0.01], [-0.04, 0.04, 0.00], [0.03, 0.02, 0.04], [0.01, 0.14, 0.01], [-0.12, -0.03, -0.03], [0.04, 0.01, -0.03], [-0.01, 0.01, 0.05], [0.00, -0.01, 0.01], [-0.02, -0.01, 0.01]],
  "de_lowest_kcal_mol": 0.0,
  "total_charge": 3,
  "e_tot_ev": -61187.0365,
  "largest_force_ev_per_a": 0.36
}